Record 1
{
  "formula": "C4H6N2",
  "method": "ωB97M-V/def2-TZVPD",
  "symbols": ["N", "C", "C", "C", "C", "N", "H", "H", "H", "H", "H", "H"],
  "coordinates": [[0.03282, 1.35101, 1.31296], [-0.04007, 0.29388, 0.28992], [-1.07315, -0.42132, -0.29811], [-0.37359, -1.26376, -1.19248], [0.98416, -0.97290, -1.05152], [1.19372, -0.00704, -0.13262], [-0.39714, 2.24539, 1.06800], [-0.26475, 1.08628, 2.25429], [-2.14317, -0.36439, -0.13060], [-0.80737, -1.99666, -1.86018], [1.82952, -1.41100, -1.56630], [1.05903, 1.46051, 1.30665]],
  "nbo_charge": [-0.6804, 0.1270, -0.3731, -0.3285, -0.0931, -0.5567, 0.4141, 0.4140, 0.2145, 0.2095, 0.1896, 0.4632],
  "gap_ev": 7.41,
  "de_lowest_kcal_mol": 44.6
}

***

Record 2
{
  "formula": "C16H13BF2N3O7S2W",
  "method": "ωB97M-V/def2-TZVPD",
  "symbols": ["W", "C", "C", "C", "C", "C", "C", "C", "S", "O", "O", "N", "C", "C", "C", "C", "C", "C", "C", "C", "N", "C", "H", "H", "H", "H", "H", "H", "H", "H", "H", "H", "H", "H", "H", "O", "S", "O", "O", "O", "O", "N", "F", "B", "F"],
  "coordinates": [[0.26115, -2.13305, -0.92196], [3.95134, 4.63822, 1.35728], [3.21028, 3.59542, 0.57026], [3.56812, 2.24986, 0.65548], [2.86794, 1.27553, -0.03028], [1.79888, 1.67566, -0.82868], [1.43013, 3.01598, -0.95783], [2.14318, 3.96287, -0.25145], [0.82341, 0.52605, -1.63803], [1.61711, -0.74710, -1.82245], [0.21001, 1.10751, -2.78104], [-0.22869, -0.16662, -0.61719], [-1.54833, 0.23322, -0.33350], [-2.05936, 1.49339, -0.30506], [-3.40580, 1.68400, 0.09443], [-4.18979, 0.63360, 0.46984], [-3.66754, -0.68539, 0.44124], [-4.39921, -1.83827, 0.79645], [-3.81609, -3.06827, 0.70178], [-2.49464, -3.17482, 0.24429], [-1.78244, -2.11438, -0.08659], [-2.34985, -0.86626, 0.01775], [4.94483, 4.29454, 1.63972], [3.40545, 4.87066, 2.27425], [4.04993, 5.56396, 0.79140], [4.41617, 1.96259, 1.26430], [3.15888, 0.23645, 0.03228], [0.63146, 3.30678, -1.62744], [1.88222, 5.00903, -0.35300], [-1.44980, 2.34523, -0.57563], [-3.80835, 2.68745, 0.10638], [-5.21397, 0.78740, 0.78471], [-5.42121, -1.73549, 1.14167], [-4.34693, -3.97152, 0.96466], [-2.01908, -4.13777, 0.14524], [1.20501, -3.84538, 1.36558], [1.38209, -4.38273, -0.08469], [1.96443, -5.65478, -0.08621], [-0.02304, -4.23040, -0.67960], [2.06164, -3.26242, -0.84932], [0.14349, -2.80795, -2.87121], [-0.81060, -2.16276, -2.60711], [-0.17419, -2.14578, 2.30943], [0.60154, -2.51375, 1.30787], [1.48024, -1.51049, 0.83195]],
  "mulliken_charge": [1.1208, -1.4555, 0.9212, -0.9930, -0.3997, 0.3145, -0.5441, -0.8357, 1.3527, -0.7883, -0.6521, 0.3293, 0.8175, -0.5835, -0.9576, -0.9431, 0.7038, -0.5520, -0.9419, 0.0501, -0.0782, -0.1022, 0.3738, 0.3079, 0.3899, 0.3819, 0.5630, 0.5529, 0.4069, 0.3664, 0.4205, 0.4418, 0.4742, 0.4272, 0.5783, -0.5133, 1.1384, -0.5645, -0.6258, -0.5777, -0.1226, 0.0643, -0.2451, 1.0479, -0.0694],
  "gap_ev": 7.10,
  "charge": 1,
  "de_lowest_kcal_mol": 14.0
}

***

Record 3
{
  "formula": "C10H16O2S2",
  "method": "ωB97M-V/def2-TZVPD",
  "symbols": ["O", "O", "S", "S", "C", "C", "C", "C", "C", "C", "C", "C", "C", "C", "H", "H", "H", "H", "H", "H", "H", "H", "H", "H", "H", "H", "H", "H", "H", "H"],
  "coordinates": [[1.95500, 1.93576, 2.13035], [-0.79676, -2.08039, -1.69217], [-0.93162, 0.07950, 1.35305], [0.60000, 0.14639, -1.17528], [1.93649, 2.64316, -0.14921], [-1.58188, 0.12768, -2.58337], [-1.33835, -2.80701, -0.56393], [2.26695, 0.58915, 2.44140], [-2.40356, -1.91025, 0.00095], [1.75793, -0.33994, 1.33727], [1.10923, 1.96973, 0.95346], [-1.84350, -0.50976, -0.15704], [-0.97541, -0.67835, -1.41911], [0.68722, 0.51832, 0.61349], [2.50444, 3.49191, 0.25125], [2.65163, 1.93172, -0.58681], [1.28276, 3.07933, -0.90158], [-2.63170, -0.19834, -2.75179], [-1.59358, 1.22211, -2.36621], [-1.04845, -0.06181, -3.48821], [-1.76983, -3.75605, -0.87198], [-0.50385, -3.01763, 0.12374], [1.76174, 0.38180, 3.39435], [3.32798, 0.42255, 2.54507], [-3.26595, -2.04661, -0.64268], [-2.66460, -2.11896, 1.06584], [2.56259, -0.58507, 0.60496], [1.35707, -1.25102, 1.76034], [0.23848, 2.61000, 1.12323], [-2.65048, 0.21209, -0.34933]],
  "nbo_charge": [-0.5253, -0.5283, 0.2037, 0.2437, -0.6291, -0.6264, -0.0714, -0.0754, -0.4471, -0.4637, 0.0595, -0.3471, 0.1197, -0.2873, 0.2283, 0.2058, 0.2150, 0.2068, 0.2301, 0.2269, 0.1963, 0.1764, 0.1704, 0.1840, 0.2149, 0.2348, 0.2182, 0.2351, 0.1981, 0.2336],
  "gap_ev": 9.49,
  "de_lowest_kcal_mol": 0.0,
  "smiles": "C[C@@H]1OCC[C@@]12S[C@@H]1CCO[C@]1(C)S2"
}

***

Record 4
{
  "formula": "C3F13K6N2O17S7",
  "method": "ωB97M-V/def2-TZVPD",
  "symbols": ["K", "K", "K", "K", "K", "K", "N", "S", "O", "O", "F", "S", "O", "O", "F", "N", "S", "O", "O", "F", "S", "O", "O", "F", "C", "F", "F", "F", "S", "O", "O", "O", "C", "F", "F", "F", "S", "O", "O", "O", "C", "F", "F", "F", "S", "O", "O", "O"],
  "coordinates": [[-1.34820, -4.29825, -2.31180], [-3.60712, -2.37144, 1.96731], [-1.16249, 2.11723, 2.01914], [1.12352, 0.61022, -4.15291], [0.76516, -2.24056, 4.57724], [3.54549, -1.74716, 1.37147], [-4.40103, 0.64636, -2.87793], [-4.94423, -0.27441, -4.07215], [-5.55682, -1.47223, -3.60480], [-4.11372, -0.32683, -5.22118], [-6.16433, 0.58202, -4.58132], [-2.94859, -0.01571, -2.66899], [-1.89237, 0.47452, -3.48553], [-2.92509, -1.38107, -2.24444], [-2.65185, 0.75823, -1.29820], [0.96257, 5.34665, -1.40919], [1.60890, 4.43784, -0.27199], [2.79139, 3.70417, -0.50884], [0.58247, 3.84380, 0.54690], [2.14299, 5.59738, 0.67526], [0.27965, 4.23828, -2.37915], [-1.10843, 4.07802, -2.19779], [1.05559, 3.06374, -2.63166], [0.44504, 5.01667, -3.72083], [0.61623, -4.93863, 1.90795], [0.35434, -6.07440, 2.55111], [-0.56077, -4.28179, 1.80618], [1.46167, -4.21800, 2.68066], [1.43438, -5.29430, 0.25898], [2.28748, -6.39016, 0.56730], [0.32598, -5.67172, -0.60265], [2.12430, -4.06037, -0.07835], [0.56092, -0.18125, -0.36429], [1.89052, -0.34730, -0.34775], [0.25287, 1.05684, -0.05207], [0.10414, -0.41280, -1.61003], [-0.31750, -1.40501, 0.75471], [-1.47352, -0.65291, 1.23266], [-0.68095, -2.40728, -0.18083], [0.66158, -1.75967, 1.76509], [2.48513, 2.99574, 3.49242], [3.30305, 3.16461, 2.45592], [3.11792, 3.45516, 4.55724], [1.32894, 3.60811, 3.26205], [2.13386, 1.16110, 3.60360], [1.91788, 0.80265, 4.99270], [0.91830, 0.98306, 2.80846], [3.27475, 0.48085, 3.02032]],
  "nbo_charge": [0.9871, 0.9941, 0.9728, 0.9923, 0.9808, 0.9794, -1.1095, 2.4697, -0.9411, -0.9313, -0.4840, 2.4735, -0.9612, -0.9833, -0.5228, -1.1160, 2.4872, -0.9145, -1.0199, -0.4957, 2.4926, -0.9101, -1.0253, -0.4856, 0.6886, -0.3048, -0.3547, -0.3651, 2.3647, -0.9408, -1.0432, -1.0246, 0.7175, -0.3330, -0.2911, -0.3337, 2.3632, -1.0621, -0.9998, -1.0395, 0.7389, -0.2971, -0.2923, -0.3090, 2.3131, -1.0071, -1.0810, -1.0366],
  "gap_ev": 6.86,
  "charge": 1
}

***

Record 5
{
  "formula": "C12H15B2F10N3O2PSnTl2",
  "method": "ωB97M-V/def2-TZVPD",
  "symbols": ["Tl", "Tl", "Sn", "B", "F", "F", "F", "F", "B", "F", "F", "F", "F", "O", "P", "O", "F", "F", "N", "C", "C", "C", "C", "H", "H", "H", "H", "H", "N", "C", "C", "C", "C", "H", "H", "H", "H", "H", "N", "C", "C", "C", "C", "H", "H", "H", "H", "H"],
  "coordinates": [[-0.94111, 3.41231, -3.53880], [3.09518, 1.29747, -0.39503], [-0.79682, 4.59396, 0.61544], [2.06360, 0.16054, 1.46004], [1.76815, -0.58605, 0.27916], [1.62824, 1.49106, 1.33715], [1.66586, -0.39711, 2.65473], [3.44186, 0.14110, 1.45232], [2.15411, 3.58817, 0.57811], [0.99646, 3.51467, 1.29621], [2.57837, 4.86289, 0.63939], [3.15930, 2.78418, 1.00437], [1.84408, 3.33182, -0.73567], [-0.68194, 2.11835, -2.18807], [-0.24638, 1.53139, -0.79516], [1.16470, 0.99982, -0.64171], [-1.32770, 0.36433, -0.29853], [-0.54764, 2.72449, 0.34152], [-1.35950, -1.48845, -0.30056], [-0.11821, -1.89640, 0.19313], [-0.18838, -3.27389, 0.08321], [-1.31984, -3.67141, -0.40457], [-2.08368, -2.56627, -0.70488], [-1.62672, -0.51901, -0.39484], [0.60377, -1.19187, 0.57886], [0.61112, -3.91856, 0.41728], [-1.74737, -4.66237, -0.36425], [-3.05840, -2.39718, -1.13816], [-0.05339, 0.04157, 3.18752], [-1.06088, -0.03993, 4.10940], [-2.26948, 0.30116, 3.39849], [-1.95372, 0.15981, 2.06589], [-0.60431, 0.33273, 1.98510], [0.94677, -0.07203, 3.27050], [-0.85452, -0.20399, 5.15673], [-3.22275, 0.45588, 3.88196], [-2.68261, 0.22652, 1.27175], [-0.09396, 0.44905, 1.04043], [0.07038, -1.36571, -1.86673], [0.69298, -0.28086, -2.53201], [0.49166, -0.39285, -3.87043], [-0.27271, -1.64564, -4.13474], [-0.40366, -2.21529, -2.84018], [-0.06788, -1.56494, -0.88627], [1.23271, 0.47082, -1.97517], [0.92602, 0.18892, -4.66997], [-0.55578, -2.11975, -5.06290], [-0.99616, -3.07367, -2.55997]],
  "mulliken_charge": [0.5698, 1.1400, 1.3600, -0.2388, -0.2467, 0.3637, -0.0435, -0.2722, 0.4933, -0.3363, -0.3092, -0.2594, -0.2616, -0.7520, 0.8194, 0.2411, -0.1241, 0.1414, -0.0670, 0.4046, -1.1728, -0.5524, -0.6857, 0.5105, 0.3244, 0.6416, 0.6430, 0.5212, 0.0360, -0.1924, -0.9540, -0.4964, 0.5563, 0.3798, 0.5368, 0.5671, 0.5868, -0.8442, 0.2407, -0.6046, -0.7339, -0.7211, -0.3533, 1.5489, 0.6608, 0.6491, 0.5239, 0.7613],
  "gap_ev": 2.85,
  "charge": 5
}

***

Record 6
{
  "formula": "C5H6O2",
  "method": "ωB97M-V/def2-TZVPD",
  "symbols": ["O", "C", "C", "C", "C", "O", "C", "H", "H", "H", "H", "H", "H"],
  "coordinates": [[-0.35239, 1.16509, -2.19221], [-0.13779, 0.56933, -1.16343], [0.44374, 1.19519, 0.11599], [0.31429, 0.11164, 1.21559], [-0.34197, -1.08475, 0.56218], [-0.89635, -1.92638, 1.22896], [-0.39966, -0.91603, -0.93706], [-0.04450, 2.15868, 0.29797], [1.49464, 1.43746, -0.10708], [-0.40173, 0.15845, 2.04640], [1.26964, -0.12171, 1.69373], [-1.35200, -1.24756, -1.35601], [0.40408, -1.49939, -1.40504]],
  "nbo_charge": [-0.5142, 0.6107, -0.5311, -0.5432, 0.6055, -0.5257, -0.6441, 0.2511, 0.2460, 0.2599, 0.2469, 0.2675, 0.2708],
  "gap_ev": 10.21,
  "de_lowest_kcal_mol": 6.8,
  "smiles": "O=C1CCC(=O)C1"
}

***

The following lowest unoccupied orbital energy values (in eV) correspond, in order, to the records above: 0.08 -5.05 0.68 -4.31 -20.18 0.52.
The following E_tot values (in Eh) correspond, in order, to the records above: -265.46450 -2396.40674 -1337.46266 -9188.24698 -2727.03217 -344.59104.
The following HOMO energy values (in eV) correspond, in order, to the records above: -7.339 -12.150 -8.812 -11.169 -23.034 -9.687.